C15H22O3 | the ωB97M-V functional and the def2-TZVPD basis

```
40
Properties=species:S:1:pos:R:3:mulliken_charge:R:1
C -4.081 -2.185 0.441 -1.54
C -3.373 -0.874 0.273 0.74
C -3.893 0.298 0.793 -0.86
C -3.229 1.501 0.603 -0.84
C -2.038 1.566 -0.094 0.89
C -1.291 2.848 -0.278 -1.37
C -1.504 0.377 -0.617 0.81
O -0.321 0.506 -1.284 -0.37
C 0.378 -0.657 -1.665 -0.66
C 1.814 -0.269 -2.015 -1.04
C 2.527 0.544 -0.931 -1.11
C 2.646 -0.099 0.469 2.28
C 3.062 -1.566 0.412 -1.87
C 3.697 0.694 1.263 -1.92
C 1.328 0.113 1.201 0.03
O 0.906 1.195 1.515 -0.61
O 0.672 -1.014 1.504 -0.47
C -2.176 -0.823 -0.436 -0.50
H -4.571 -2.469 -0.491 0.32
H -4.841 -2.118 1.217 0.36
H -3.380 -2.975 0.703 0.34
H -4.821 0.278 1.345 0.35
H -3.646 2.409 1.013 0.37
H -1.031 2.987 -1.326 0.28
H -0.364 2.805 0.292 0.20
H -1.881 3.694 0.065 0.43
H 0.375 -1.389 -0.849 0.34
H -0.102 -1.120 -2.541 0.56
H 1.795 0.342 -2.919 0.42
H 2.368 -1.182 -2.238 0.42
H 3.536 0.755 -1.292 0.47
H 2.006 1.496 -0.815 0.30
H 2.303 -2.186 -0.054 0.33
H 3.231 -1.945 1.417 0.42
H 3.987 -1.660 -0.153 0.38
H 4.668 0.618 0.780 0.47
H 3.783 0.305 2.276 0.44
H 3.410 1.741 1.321 0.37
H -0.165 -0.798 1.947 0.46
H -1.786 -1.742 -0.850 0.39
```

Values from the calculation:
Charge ... 0
Relative energy (zero: lowest compared OMol25 entry of this formula, charge and spin) ... 1.5 kcal per mole
Multiplicity ... 1
E ... -810.52369 hartree
SMILES ... Cc1ccc(C)c(OCCCC(C)(C)C(=O)O)c1
Max |F| ... 0.6 eV Å⁻¹
LUMO ... 0.727 eV